Below is 2 unconnected molecules or ions with the total composition C4H11NO2 in a non-equilibrium geometry, with properties calculated with ωB97M-V/def2-TZVPD.

Element x y z (Å)
C 0.7345 1.0053 -1.8924
C 1.7140 2.1804 -1.6036
C -0.1974 0.6151 -0.7474
N 0.4053 -0.0975 0.2575
C -0.5641 -0.9380 1.0366
O -1.4101 0.6981 -0.8463
H 1.3200 0.0946 -2.1310
H 0.0532 1.1289 -2.7315
H 1.5670 2.8587 -2.4346
H 1.2815 2.7528 -0.7685
H 2.7547 1.9746 -1.4484
H 1.3919 -0.1691 0.0528
H -1.0727 -1.6416 0.3747
H -1.2264 -0.2485 1.5495
H 0.0243 -1.5360 1.7195
H -2.4033 -2.1644 3.3624
H -2.3331 -3.4764 2.7209
O -2.0392 -3.0370 3.5298

**ΔE to the lowest compared entry with this formula, charge and spin**: 23.9 kcal/mol
**Net charge**: 0
**SMILES**: CCC(=O)NC.O
**Strongest force on any atom**: 2.49 eV Å⁻¹
**Molar mass**: 105.1 g/mol

Below is 2 unconnected molecules or ions with the total composition C4H11NO2 in a non-equilibrium geometry, with properties calculated with ωB97M-V/def2-TZVPD.

Element x y z (Å)
C 2.3907 -0.8298 -0.0983
C 1.9565 -0.0266 -1.2516
O 1.7692 -0.4682 -2.3495
N 1.6801 1.3115 -0.9775
H 2.3618 -1.8670 -0.4615
H 2.1379 -0.8744 0.9761
H 1.3312 1.8695 -1.7659
H 1.6735 1.7181 -0.1175
H 3.4988 -0.5198 0.1029
C -2.1373 0.3639 1.1204
C -2.9610 -0.7117 0.4410
O -2.0406 0.2604 2.5513
H -1.0014 0.5247 0.7675
H -2.3022 1.6162 0.9584
H -2.9146 -0.6110 -0.6680
H -3.1081 0.1963 2.7343
H -3.9930 -0.6809 0.7386
H -2.7662 -1.6640 0.6948

**ΔE to the lowest compared entry with this formula, charge and spin**: 62.3 kcal/mol
**Net charge**: 0
**SMILES**: CC(N)=O.CCO
**Strongest force on any atom**: 5.94 eV Å⁻¹
**Molar mass**: 105.1 g/mol

Below is 2 unconnected molecules or ions with the total composition C4H11NO2 in a non-equilibrium geometry, with properties calculated with ωB97M-V/def2-TZVPD.

Element x y z (Å)
O 1.7328 0.9548 2.7702
C 1.4572 0.3749 1.7704
O 0.2699 -0.1452 1.4860
H 2.2206 0.1608 0.9963
H 0.1048 -0.1249 0.4864
C -1.9426 -0.4918 -0.5945
N -0.5727 -0.2171 -1.0634
C -0.0812 -1.3727 -1.8073
C -0.4580 1.0277 -1.8172
H -1.9386 -1.0395 0.3463
H -2.4910 -1.0808 -1.3376
H -2.4832 0.4475 -0.4749
H 0.8951 -1.1071 -2.2205
H 0.0796 -2.1976 -1.1125
H -0.7144 -1.6942 -2.6424
H 0.5875 1.2496 -2.0291
H -0.9108 1.8512 -1.2714
H -0.9744 0.9087 -2.7805

**ΔE to the lowest compared entry with this formula, charge and spin**: 26.4 kcal/mol
**Net charge**: 0
**SMILES**: CN(C)C.O=CO
**Strongest force on any atom**: 1.02 eV Å⁻¹
**Molar mass**: 105.1 g/mol

Below is 3 unconnected molecules or ions with the total composition C4H11NO2 in a non-equilibrium geometry, with properties calculated with ωB97M-V/def2-TZVPD.

Element x y z (Å)
N -1.0352 0.7277 0.3558
C 0.2443 1.0250 -0.0871
C 1.3072 0.9282 0.7146
C 1.1204 0.3559 -2.2981
C 0.4085 1.1855 -1.5514
H -1.1939 0.7784 1.3527
H -1.8527 1.0901 -0.1046
H 2.3488 0.7706 0.4697
H 1.2384 0.9183 1.8029
H 1.3209 0.5075 -3.3424
H 1.4926 -0.5731 -1.8833
H -0.0599 2.0611 -1.9934
H -0.2382 -0.7372 2.6554
H -1.6113 -1.5116 2.7583
O -1.1144 -0.7418 3.0427
H -1.2492 -1.6659 -0.7887
H -0.2097 -2.7089 -0.8297
O -0.9164 -2.4097 -0.2733

**ΔE to the lowest compared entry with this formula, charge and spin**: 49.9 kcal/mol
**Net charge**: 0
**SMILES**: C=CC(=C)N.O.O
**Strongest force on any atom**: 1.41 eV Å⁻¹
**Molar mass**: 105.1 g/mol

Below is a single C4H11NO2 molecule in a non-equilibrium geometry, with properties calculated with ωB97M-V/def2-TZVPD.

Element x y z (Å)
C -0.1541 0.3700 -0.4470
C 0.1941 -0.8019 0.4577
C -1.4662 0.2635 -1.1912
C 1.1664 -0.5408 1.6012
N 0.0670 1.6495 0.0605
O 1.0983 0.0496 -1.5804
O -0.9539 -1.4975 0.9374
H 0.9201 -0.5337 -2.3339
H -1.4162 -0.8927 1.5409
H 0.7500 -1.3906 -0.3487
H 1.0169 1.7548 0.4030
H -0.0714 2.3599 -0.6516
H -1.5532 1.0445 -1.9518
H -2.3155 0.3501 -0.5041
H -1.5297 -0.7064 -1.6866
H 1.4265 -1.4901 2.0762
H 2.0968 -0.0901 1.2465
H 0.7241 0.1019 2.3718

**ΔE to the lowest compared entry with this formula, charge and spin**: 39.4 kcal/mol
**Net charge**: 0
**SMILES**: C[C@@H](O)[C@@](C)(N)O
**Strongest force on any atom**: 2.57 eV Å⁻¹
**Molar mass**: 105.1 g/mol

Below is 2 unconnected molecules or ions with the total composition C4H11NO2 in a non-equilibrium geometry, with properties calculated with ωB97M-V/def2-TZVPD.

Element x y z (Å)
C -1.1568 -0.0889 -0.0136
C -2.2697 0.4850 0.8466
O -1.5298 -1.3738 -0.5307
H -2.3587 -1.2752 -1.0245
H -1.0183 0.5503 -0.8963
H -0.1904 -0.0922 0.8376
H -1.9976 1.5032 1.1441
H -3.2417 0.4689 0.3368
H -2.3282 -0.0820 1.7837
C 1.8619 1.0408 -0.6371
C 1.6792 -0.1319 0.2777
N 1.9028 -1.3530 -0.2440
O 1.3231 -0.0187 1.4946
H 1.7841 -2.1456 0.3730
H 1.8149 -1.5163 -1.2361
H 1.3120 1.8958 -0.2429
H 2.9185 1.3241 -0.6306
H 1.4945 0.8095 -1.6383

**ΔE to the lowest compared entry with this formula, charge and spin**: 40.0 kcal/mol
**Net charge**: 0
**SMILES**: CC(N)=O.CCO
**Strongest force on any atom**: 4.72 eV Å⁻¹
**Molar mass**: 105.1 g/mol

Below is a single C4H11NO2 molecule in a non-equilibrium geometry, with properties calculated with ωB97M-V/def2-TZVPD.

Element x y z (Å)
C 0.0648 0.5729 1.5225
C 0.0524 0.8301 0.0281
C 1.4319 0.6640 -0.5946
O 2.4572 1.1601 0.2234
N -0.9602 0.0893 -0.7643
C -1.1137 -1.3141 -0.4813
O -2.2986 -1.8454 -0.9981
H 0.7524 1.1842 2.0921
H 0.2945 -0.4849 1.6947
H -0.9265 0.7647 1.9023
H -0.3034 1.8410 -0.2097
H 1.5666 -0.4203 -0.7106
H 1.5314 1.0839 -1.5604
H 2.9562 0.4814 0.6687
H -1.8188 0.5973 -0.6159
H -1.1580 -1.5214 0.5822
H -0.2527 -1.8997 -0.8158
H -2.2755 -1.7829 -1.9633

**ΔE to the lowest compared entry with this formula, charge and spin**: 38.6 kcal/mol
**Net charge**: 0
**SMILES**: C[C@@H](CO)NCO
**Strongest force on any atom**: 2.27 eV Å⁻¹
**Molar mass**: 105.1 g/mol

Below is a molecular structure, C4H11NO2 in a non-equilibrium geometry, with properties calculated with ωB97M-V/def2-TZVPD.

Element x y z (Å)
C -0.6157 -0.2839 -0.0097
C 0.5443 -1.0395 0.3010
C -0.7301 0.5166 -1.2775
C -1.6867 -0.1344 1.0369
N 1.6424 -1.0768 -0.5019
O 0.8658 1.1275 1.0808
O 1.6624 1.6365 -0.0598
H 2.1739 2.3352 0.3645
H 2.3917 -1.6659 -0.1748
H 1.9497 -0.1279 -0.7506
H 0.5213 -1.6327 1.2106
H -0.6204 -1.6006 -0.3662
H -1.7737 0.5635 -1.5918
H -2.6813 -0.1894 0.5933
H -0.3633 1.5235 -1.0875
H -0.1321 0.0834 -2.0790
H -1.5507 0.8480 1.4868
H -1.5974 -0.8828 1.8249

**ΔE to the lowest compared entry with this formula, charge and spin**: 151.9 kcal/mol
**Net charge**: 0
**Strongest force on any atom**: 1.96 eV Å⁻¹
**Molar mass**: 105.1 g/mol

Q: Number 7 is which compound?
A: C4H11NO2